[1]
Formula: C5H10BNO3
Source: the Open Molecules 2025 dataset
Level of theory: the ωB97M-V functional and the def2-TZVPD basis

Geometry as XYZ:
```
20
Properties=species:S:1:pos:R:3:nbo_charge:R:1
H 2.923 2.016 -0.310 0.491
H 0.170 -1.848 1.323 0.211
H 0.785 2.641 -1.431 0.487
H -0.041 -2.460 -0.755 0.217
H -2.145 -1.278 0.132 0.199
H 1.691 -1.160 0.638 0.215
C 0.528 -1.104 0.682 -0.383
H -1.726 2.159 1.225 0.097
O 2.343 1.734 0.348 -0.909
H -1.969 -0.541 -1.402 0.223
C 0.176 0.344 0.886 -0.389
O 0.378 1.999 -0.953 -0.869
C -0.107 -1.430 -0.667 -0.408
O -3.151 1.487 0.041 -0.631
N -1.200 0.411 0.345 -0.411
H 0.526 -1.052 -1.538 0.200
H 0.276 0.698 1.880 0.230
C -1.479 -0.747 -0.508 -0.222
C -2.063 1.394 0.545 0.539
B 1.001 1.443 0.080 1.113
```

* structure (SMILES): O=CN1CCC[C@H]1B(O)O
* frontier orbital gap: 8.88 eV
* maximum force: 4.5 eV/Å
* ΔE to the lowest compared entry with this formula, charge and spin: 0.0 kcal per mole
* E: -501.9257 Eh
* total charge: 0
* spin multiplicity: 1
* HOMO energy: -0.3206 Eh

=====

[2]
Formula: C5H10Br2O2
Source: the Open Molecules 2025 dataset
Level of theory: the ωB97M-V functional and the def2-TZVPD basis

Geometry as XYZ:
```
19
Properties=species:S:1:pos:R:3:nbo_charge:R:1
H -1.975 1.340 0.936 0.227
C -1.192 -0.035 -0.605 0.001
H -0.532 1.540 -1.912 0.196
C -0.734 -1.403 0.046 -0.114
Br 1.589 2.097 1.001 0.004
H 3.938 0.905 0.684 0.222
H -2.996 1.174 -0.561 0.225
H -0.023 -1.973 -0.686 0.179
H -0.622 -1.764 1.935 0.489
Br 2.948 0.515 -1.511 -0.031
H -2.962 -0.169 0.577 0.205
C -0.484 0.533 -1.577 -0.401
C 2.840 0.694 0.433 -0.013
H 1.587 -0.742 0.904 0.515
O -0.185 -1.157 1.349 -0.735
H 0.306 0.227 -2.184 0.210
C -2.399 0.592 0.114 -0.646
O 2.554 -0.481 1.021 -0.708
H -1.657 -1.893 0.036 0.176
```

* structure (SMILES): C=C(C)CO.OC(Br)Br
* frontier orbital gap: 9.86 eV
* maximum force: 3.8 eV/Å
* ΔE to the lowest compared entry with this formula, charge and spin: 0.0 kcal per mole
* E: -5494.9449 Eh
* total charge: 0
* spin multiplicity: 1
* HOMO energy: -0.3434 Eh

=====

[3]
Formula: C5H10BrNO2
Source: the Open Molecules 2025 dataset
Level of theory: the ωB97M-V functional and the def2-TZVPD basis

Geometry as XYZ:
```
19
Properties=species:S:1:pos:R:3:nbo_charge:R:1
H -0.656 1.732 -2.023 0.209
C 1.952 0.034 -0.432 -0.655
H 2.083 -0.151 0.715 0.235
O -0.738 -0.797 1.455 -0.478
H -2.502 -0.963 2.599 0.477
H 1.954 2.191 0.701 0.203
H 2.888 0.363 -0.744 0.224
H 0.321 1.933 1.062 0.225
O -2.870 -1.551 1.926 -0.563
C -1.798 -2.339 0.134 -0.234
H -2.630 -2.968 0.162 0.216
C 1.034 1.105 -0.777 0.036
C 0.049 1.092 -1.688 -0.245
H 0.703 3.081 0.081 0.208
Br 0.125 -0.208 -3.129 -0.056
H -0.965 -2.366 -0.476 0.212
N -1.657 -1.528 1.114 0.371
C 0.992 2.152 0.359 -0.615
H 1.716 -0.813 -1.039 0.230
```

* structure (SMILES): C=[N+]([O-])O.CC(C)=CBr
* frontier orbital gap: 9.66 eV
* maximum force: 4.5 eV/Å
* ΔE to the lowest compared entry with this formula, charge and spin: 97.2 kcal per mole
* E: -2975.5727 Eh
* total charge: 0
* spin multiplicity: 1
* HOMO energy: -0.3261 Eh

=====

[4]
Formula: C5H10CeO3
Source: the Open Molecules 2025 dataset
Level of theory: the ωB97M-V functional and the def2-TZVPD basis

Geometry as XYZ:
```
19
Properties=species:S:1:pos:R:3:lowdin_spin:R:1
H 1.524 -2.780 0.653 0.000
C -2.172 -0.476 0.004 0.000
C 0.509 -2.961 0.283 0.000
H -1.374 -1.866 -1.460 0.000
Ce 1.177 0.144 -0.010 1.044
C -1.467 1.792 0.276 0.000
H -3.118 -0.395 -0.544 0.000
H -2.104 1.741 1.163 0.000
H -0.466 3.532 0.854 0.000
C -0.621 2.800 0.062 -0.001
H -2.363 -0.465 1.086 0.000
H -0.019 2.858 -0.847 0.000
H -0.034 -3.610 0.981 0.000
O -0.147 -1.695 0.203 -0.003
C -1.455 -1.750 -0.369 0.000
H -2.000 -2.608 0.047 0.000
H 0.554 -3.425 -0.711 0.000
O 3.169 0.695 -0.226 -0.041
O -1.329 0.612 -0.396 0.000
```

* frontier orbital gap (spin up / spin down): 7.69 / 7.76 eV
* maximum force: 8.8 eV/Å
* ΔE to the lowest compared entry with this formula, charge and spin: 42.0 kcal per mole
* expectation value of S²: 0.75
* E: -897.0292 Eh
* total charge: +1
* spin multiplicity: 2
* HOMO energy (spin up / spin down): -0.4299 / -0.4319 Eh

=====

[5]
Formula: C5H10Cl2NO3PS
Source: the Open Molecules 2025 dataset
Level of theory: the ωB97M-V functional and the def2-TZVPD basis

Geometry as XYZ:
```
23
Properties=species:S:1:pos:R:3:nbo_charge:R:1
C 0.203 0.974 0.824 -0.245
O 1.239 -1.958 -2.816 -0.925
H -2.412 -1.394 0.473 0.239
H -1.286 2.055 1.989 0.225
H -2.952 0.496 1.547 0.216
H -0.048 1.564 0.015 0.202
C -1.941 0.226 1.931 -0.413
C -1.703 -1.188 1.310 -0.484
N 0.436 -0.356 0.342 -0.496
O 3.100 -0.402 -3.644 -0.900
S 2.059 -0.764 -2.672 2.045
C -0.861 1.122 1.981 -0.430
P 0.688 0.935 -2.541 0.551
H 1.095 1.360 1.341 0.210
H 1.919 -0.530 -0.626 0.517
H -0.103 -2.313 0.285 0.190
C -0.389 -1.263 0.542 0.203
Cl 2.115 2.248 -2.463 -0.216
H -0.420 1.023 2.945 0.204
H -1.536 -2.031 1.971 0.233
H -2.232 0.160 3.007 0.218
Cl 0.330 0.796 -4.523 -0.242
O 2.699 -0.761 -1.218 -0.902
```

* structure (SMILES): O=S(=O)(O)P(Cl)Cl.C1=NCCCC1
* frontier orbital gap: 9.97 eV
* maximum force: 6.8 eV/Å
* ΔE to the lowest compared entry with this formula, charge and spin: 25.2 kcal per mole
* E: -2136.8952 Eh
* total charge: 0
* spin multiplicity: 1
* HOMO energy: -0.3596 Eh

=====

[6]
Formula: C5H10Cl3NO4
Source: the Open Molecules 2025 dataset
Level of theory: the ωB97M-V functional and the def2-TZVPD basis

Geometry as XYZ:
```
23
Properties=species:S:1:pos:R:3:nbo_charge:R:1
N -1.518 -2.929 1.714 -0.840
H -1.078 -4.247 0.001 0.191
H -0.764 1.217 -0.660 0.479
C -0.649 -3.388 0.616 0.067
H 1.033 1.207 1.550 0.183
H 1.857 -0.292 -1.148 0.196
Cl -1.547 4.158 0.444 0.030
H 0.329 -3.788 1.074 0.180
H 1.255 2.015 -0.074 0.179
O -0.367 -2.307 -0.365 -0.556
O 1.683 -2.896 -1.239 -0.552
Cl -1.725 2.999 -2.218 0.010
O -0.463 0.746 0.143 -0.732
C -1.411 4.474 -1.290 -0.284
C 1.932 -0.131 -0.017 -0.100
C 1.071 -2.255 -0.375 0.993
Cl 0.187 5.125 -1.681 0.021
H -2.238 -2.308 1.307 0.373
H -2.159 5.215 -1.563 0.234
H -0.988 -2.408 2.424 0.370
O 1.655 -1.427 0.616 -0.551
C 0.925 1.029 0.424 -0.095
H 2.981 0.190 0.315 0.203
```

* structure (SMILES): NCOC(=O)OCCO.ClC(Cl)Cl
* frontier orbital gap: 10.26 eV
* maximum force: 4.2 eV/Å
* ΔE to the lowest compared entry with this formula, charge and spin: 30.0 kcal per mole
* E: -1932.7403 Eh
* total charge: 0
* spin multiplicity: 1
* HOMO energy: -0.3619 Eh